15
Properties=species:S:1:pos:R:3:forces:R:3:lowdin_charge:R:1 method="wB97M-V/def2-TZVPD" e_above_lowest_kcal_mol=135.1 orbital_gap_ev=8.8 charge=0 mol_weight_g_mol=100.12 spin_multiplicity=1 largest_force_ha_per_bohr=0.041
C -0.248 1.780 0.508 0.05 -0.10 0.04 0.008
C -0.177 0.288 0.246 0.53 0.21 0.47 -0.527
C 0.446 -0.101 -1.140 0.93 0.29 -0.07 -0.143
C 0.775 -0.693 0.874 -0.57 -0.32 1.12 0.143
O 1.870 0.218 -0.947 -0.23 -0.28 -2.07 -0.117
C -0.472 -1.450 1.103 -0.02 -0.14 0.12 -0.215
O -1.365 -0.461 0.575 -0.09 -0.07 -0.47 -0.060
H -1.102 2.236 -0.008 0.12 -0.23 0.03 0.092
H 0.670 2.274 0.173 -0.13 -0.22 0.04 0.091
H -0.363 1.956 1.581 -0.02 0.00 -0.12 0.087
H 0.050 -1.097 -1.483 1.20 0.41 0.51 0.146
H 0.141 0.575 -1.943 -0.15 0.17 0.37 0.132
H 2.446 -0.459 -0.535 -1.27 0.24 -0.11 0.086
H -0.616 -2.473 0.749 -0.05 0.08 0.10 0.130
H -0.445 -1.435 2.210 -0.28 -0.03 0.04 0.146